[1]
Molecular formula: C6H5NOS
Method: DFT, ωB97M-V/def2-TZVPD

Last column: Mulliken charge in e.
CARTESIAN COORDINATES (ANGSTROEM)
1 C -1.11197 -2.25109 -0.07564  -0.74
2 C -0.52941 -1.20497 -0.54159  0.30
3 C 0.01591 -0.12607 -0.98787  -0.50
4 S 1.64512 0.42695 -0.50383  -0.08
5 C 1.25790 2.10101 0.18883  -0.61
6 C 0.26945 2.25309 1.03670  0.00
7 N -0.56695 1.26754 1.42907  -0.12
8 C -1.06840 0.43053 2.04368  0.42
9 O -1.65664 -0.41900 2.52961  -0.46
10 H -0.84658 -3.22400 -0.63941  0.22
11 H -1.47947 -2.24939 0.90627  0.35
12 H -0.47619 0.67111 -1.47333  0.41
13 H 1.99241 2.80927 0.00392  0.43
14 H -0.17724 3.12631 1.46142  0.38

Its energy above the lowest of the compared OMol25 structures with the same formula, charge and spin is 182.1 kJ/mol. As for the HOMO-LUMO gap: 0.3402 hartree. The spin multiplicity is 1. As for the total energy: -20672.425 eV. Its lowest unoccupied orbital energy is 0.6807 eV. The structure (SMILES) is C=C=CS/C=C\N=C=O.



[2]
Molecular formula: C6H5NOS
Method: DFT, ωB97M-V/def2-TZVPD

Last column: Mulliken charge in e.
CARTESIAN COORDINATES (ANGSTROEM)
1 O -0.32616 -4.13822 0.60552  -0.44
2 N 0.90046 -2.20230 -0.37329  -0.32
3 S 0.39037 -3.55339 -0.56944  0.40
4 C -1.55966 1.03636 0.62537  -0.33
5 C -0.16752 1.22144 0.46039  -0.54
6 C -2.16222 -0.22162 0.44829  -0.78
7 C 0.62583 0.09817 0.12963  -0.22
8 C -1.37681 -1.29099 0.05668  -0.21
9 C 0.03193 -1.16411 -0.07753  0.77
10 H -2.14889 1.87115 0.96176  0.35
11 H 0.30292 2.17956 0.67302  0.34
12 H -3.22716 -0.30277 0.61858  0.36
13 H 1.67738 0.18650 0.01531  0.44
14 H -1.90291 -2.24016 -0.09693  0.18

Its energy above the lowest of the compared OMol25 structures with the same formula, charge and spin is 34.0 kJ/mol. As for the HOMO-LUMO gap: 0.2646 hartree. The spin multiplicity is 1. As for the total energy: -20673.961 eV. Its lowest unoccupied orbital energy is -1.4979 eV.



[3]
Molecular formula: C6H5O3PS
Method: DFT, ωB97M-V/def2-TZVPD

Last column: Mulliken charge in e.
CARTESIAN COORDINATES (ANGSTROEM)
1 C -1.54241 -1.21751 -1.61778  -0.36
2 C -0.38429 -0.65542 -1.23808  -0.86
3 C -2.42378 -1.52938 -0.57671  -0.77
4 C -0.26559 -0.44217 0.13821  0.05
5 C 0.35924 2.68587 0.13291  -0.51
6 C 0.66888 0.23971 0.88693  0.26
7 O 0.72524 0.26978 2.34064  -0.45
8 O 2.71568 -1.33580 1.65946  -0.75
9 O 3.14714 1.29099 1.82665  -0.75
10 P 2.24816 0.12565 1.57358  0.84
11 S -1.84219 -0.87809 0.92850  -0.20
12 H -1.66685 -1.44477 -2.60832  0.47
13 H 0.45201 -0.36293 -1.72645  0.54
14 H -3.36954 -1.74707 -0.69828  0.51
15 H -0.23542 2.31102 -0.82463  -0.04
16 H 1.41375 2.69015 -0.19663  0.03

The expectation value of S² is 2.03. As for the HOMO-LUMO gap (alpha / beta): 0.1188 / 0.1581 hartree. The spin multiplicity is 3. As for the total energy: -32563.484 eV. As for the total charge: -2. Its lowest unoccupied orbital energy (alpha / beta) is 5.3139 / 5.2630 eV.



What are the molecular weight values for these records? In order: 139.2 139.2 188.1 g/mol.